## one
17
Properties=species:S:1:pos:R:3 method="wB97M-V/def2-TZVPD" smiles="C/C=C1C(C)=C/1[NH3+]" lumo_energy_ev=-4.0 charge=+1 e_homo_ev=-12.0
C -2.520 0.444 0.708
C -1.723 -0.387 -0.196
C -0.402 -0.404 -0.270
C 1.029 -0.592 -0.785
C 1.825 -1.257 -1.749
C 0.823 0.273 0.174
N 1.307 1.315 1.109
H -1.857 0.939 1.471
H -3.151 -0.186 1.394
H -3.281 0.901 0.180
H -2.253 -0.992 -0.911
H 1.991 -2.296 -1.424
H 2.770 -0.777 -1.934
H 1.095 -1.260 -2.710
H 2.299 1.286 1.008
H 0.980 1.027 2.012
H 0.893 2.229 0.942

***

## two
17
Properties=species:S:1:pos:R:3 method="wB97M-V/def2-TZVPD" smiles="CC#CC/C=[NH+]/C" lumo_energy_ev="-5.6 / -5.6" charge=+1 e_homo_ev="-13.9 / -13.9"
C -2.436 -0.307 0.432
C -1.194 -0.334 -0.442
C -0.786 -0.145 -1.567
C 0.646 0.129 -2.112
C 1.226 0.443 -0.789
N 0.969 -0.199 0.343
C 1.275 0.185 1.664
H -3.125 -1.049 0.127
H -2.912 0.667 0.485
H -2.225 -0.550 1.409
H 1.029 -0.811 -2.451
H 0.827 0.945 -2.709
H 1.849 1.310 -0.676
H 0.745 -1.185 0.293
H 0.906 -0.508 2.455
H 2.406 0.301 1.779
H 0.801 1.108 1.760

***

## three
17
Properties=species:S:1:pos:R:3 method="wB97M-V/def2-TZVPD" lumo_energy_ev=-3.9 charge=+1 e_homo_ev=-13.7
C -2.912 0.792 0.359
C -2.351 -0.248 -0.146
C 1.231 1.029 -0.631
C 2.213 0.574 0.441
C -0.241 -0.966 0.606
C 0.899 -0.137 0.251
N 0.722 -1.425 -0.419
H -3.863 1.055 -0.229
H -2.566 1.085 1.284
H -2.392 -0.826 -1.045
H 0.791 2.065 -0.427
H 1.463 0.829 -1.752
H 3.072 0.066 0.250
H 2.464 1.091 1.358
H -0.322 -1.438 1.590
H 1.417 -2.168 -0.099
H 0.374 -1.377 -1.391

***

Which of them is the most stable, and which is the least stable? one and three, in that order.

***

## one
49
Properties=species:S:1:pos:R:3 method="wB97M-V/def2-TZVPD" smiles="Cc1ccc(O)c(C(=O)c2cnc3c(c2)CN(CCC(C)C)C(=O)N3)c1" lumo_energy_ev=-0.2 e_homo_ev=-8.6
C 3.476 -0.919 3.304
C 2.534 -2.081 3.401
C 2.335 -2.722 4.627
C 1.508 -3.814 4.734
C 0.834 -4.311 3.614
O 0.071 -5.396 3.762
C 0.973 -3.637 2.381
C 0.209 -4.109 1.223
O -0.317 -5.221 1.197
C 0.057 -3.198 0.067
C 0.124 -3.717 -1.224
N -0.005 -2.985 -2.314
C -0.255 -1.691 -2.170
C -0.399 -1.066 -0.921
C -0.226 -1.835 0.208
C -0.789 0.381 -0.903
N -0.364 1.063 -2.109
C -0.307 2.511 -2.061
C -1.696 3.151 -1.997
C -1.665 4.668 -2.209
C -0.931 5.382 -1.076
C -3.093 5.201 -2.322
C -0.299 0.457 -3.321
O -0.134 1.043 -4.368
N -0.387 -0.934 -3.300
C 1.848 -2.546 2.299
H 4.480 -1.220 3.601
H 3.160 -0.117 3.970
H 3.516 -0.534 2.289
H 2.858 -2.361 5.501
H 1.373 -4.326 5.674
H -0.271 -5.654 2.872
H 0.314 -4.769 -1.379
H -0.348 -1.400 1.190
H -0.331 0.888 -0.046
H -1.884 0.456 -0.788
H 0.199 2.835 -2.973
H 0.295 2.796 -1.194
H -2.307 2.701 -2.783
H -2.164 2.934 -1.034
H -1.143 4.873 -3.149
H 0.117 5.096 -1.044
H -0.980 6.459 -1.218
H -1.387 5.144 -0.117
H -3.644 5.010 -1.403
H -3.087 6.273 -2.500
H -3.618 4.721 -3.144
H -0.262 -1.399 -4.189
H 2.011 -2.079 1.339

***

## two
49
Properties=species:S:1:pos:R:3 method="wB97M-V/def2-TZVPD" smiles="Cc1ccnc(C)c1C(=O)NC[C@@H]1Cc2ccccc2CN1C(=O)CO" lumo_energy_ev=0.4 e_homo_ev=-9.1
C 0.712 0.304 2.985
C 2.016 0.327 2.220
C 3.152 0.820 2.846
C 4.357 0.802 2.165
N 4.491 0.322 0.930
C 3.406 -0.163 0.323
C 3.637 -0.697 -1.065
C 2.143 -0.171 0.922
C 0.974 -0.733 0.167
O 0.974 -1.871 -0.277
N -0.066 0.111 -0.005
C -1.264 -0.262 -0.718
C -1.008 -0.479 -2.210
C -0.529 0.776 -2.936
C -1.628 1.796 -3.042
C -1.363 3.161 -2.993
C -2.388 4.088 -3.113
C -3.694 3.648 -3.278
C -3.964 2.289 -3.311
C -2.942 1.353 -3.192
C -3.291 -0.117 -3.194
N -2.168 -1.001 -2.908
C -2.404 -2.336 -3.013
O -3.467 -2.765 -3.410
C -1.262 -3.268 -2.639
O -1.682 -4.600 -2.794
H 0.179 -0.634 2.819
H 0.888 0.386 4.055
H 0.058 1.122 2.680
H 3.106 1.206 3.856
H 5.262 1.178 2.627
H 3.481 -1.775 -1.084
H 2.943 -0.246 -1.778
H 4.651 -0.486 -1.390
H 0.021 1.050 0.340
H -1.680 -1.175 -0.285
H -2.017 0.515 -0.573
H -0.189 -1.193 -2.288
H 0.342 1.199 -2.429
H -0.180 0.490 -3.931
H -0.343 3.507 -2.871
H -2.169 5.147 -3.080
H -4.501 4.362 -3.373
H -4.989 1.954 -3.428
H -4.082 -0.295 -2.458
H -3.721 -0.397 -4.155
H -0.405 -3.057 -3.288
H -0.959 -3.082 -1.603
H -0.948 -5.169 -2.553

***

Which of them is the most stable, and which is the least stable? one and two, in that order.

***

## one
7
Properties=species:S:1:pos:R:3 method="wB97M-V/def2-TZVPD" smiles="[H]/N=N/C(=S)S" lumo_energy_ev="-2.6 / -2.4" e_homo_ev="-9.2 / -9.2"
H -0.707 0.473 -2.741
N -0.500 0.801 -1.737
N -0.175 -0.416 -0.866
C -0.051 -0.292 0.433
S -0.523 -1.661 1.225
S 0.970 0.958 1.248
H 0.985 0.137 2.438

***

## two
7
Properties=species:S:1:pos:R:3 method="wB97M-V/def2-TZVPD" lumo_energy_ev=-0.1 e_homo_ev=-8.4
C -0.119 0.136 0.063
N -0.827 1.213 -0.021
N 1.233 -0.062 -0.071
S -1.279 -1.251 -0.102
S -2.422 0.487 -0.183
H 2.067 0.497 0.151
H 1.348 -1.019 0.162

***

## three
7
Properties=species:S:1:pos:R:3 method="wB97M-V/def2-TZVPD" lumo_energy_ev=0.0 e_homo_ev=-8.2
C 0.363 -0.055 0.234
N -2.122 -1.338 -0.271
N -2.215 -0.490 0.421
S 0.647 1.617 0.175
S 1.462 -1.297 -0.155
H -0.609 1.965 0.068
H 2.474 -0.401 -0.471

***

Which of them is the most stable, and which is the least stable? two and one, in that order.

***

## one
8
Properties=species:S:1:pos:R:3 method="wB97M-V/def2-TZVPD" lumo_energy_ev=-1.9 e_homo_ev=-8.8
C 0.484 0.235 -0.076
C -0.938 0.399 -0.051
H 0.528 -1.904 1.218
H 1.065 0.825 0.753
H 1.228 0.818 -0.894
H -1.303 1.393 -0.378
O 1.005 -1.132 -0.383
S -2.069 -0.633 -0.187

***

## two
8
Properties=species:S:1:pos:R:3 method="wB97M-V/def2-TZVPD" lumo_energy_ev=-0.7 e_homo_ev=-9.9
C 0.527 -0.142 1.313
C 1.614 -0.071 0.302
O -0.902 -0.777 -1.663
S 2.133 -0.796 1.732
H 0.500 0.774 1.867
H -0.417 -0.601 1.180
H -1.478 -1.325 -1.056
H -0.056 -0.586 -1.191

***

Which of them is the most stable, and which is the least stable? two and one, in that order.

***

## one
8
Properties=species:S:1:pos:R:3 method="wB97M-V/def2-TZVPD" smiles="O=CCS" lumo_energy_ev=0.9 e_homo_ev=-9.4
O -1.159 -1.275 -0.019
C -0.915 -0.097 -0.123
C 0.391 0.568 0.064
S 1.755 -0.659 -0.097
H -1.746 0.629 -0.378
H 0.361 1.016 0.991
H 0.415 1.425 -0.727
H 0.898 -1.607 0.289

***

## two
8
Properties=species:S:1:pos:R:3 method="wB97M-V/def2-TZVPD" smiles="COC=S" lumo_energy_ev=0.2 e_homo_ev=-9.1
C 0.248 -0.907 0.461
O 0.639 0.138 -0.354
C -0.340 1.044 -0.695
S -0.176 2.487 -1.390
H -0.503 -1.561 0.161
H 0.325 -0.354 1.571
H 1.099 -1.516 0.415
H -1.292 0.669 -0.168

***

## three
8
Properties=species:S:1:pos:R:3 method="wB97M-V/def2-TZVPD" smiles="C=C.O=S" lumo_energy_ev="-1.2 / -1.1" e_homo_ev="-8.7 / -8.6"
C -0.690 -0.228 -0.706
C 0.104 -0.952 0.049
H -0.090 0.372 -1.428
H -1.725 -0.206 -0.462
H -0.342 -1.686 0.781
H 1.098 -0.855 -0.073
O 1.555 1.732 0.831
S 0.090 1.822 1.006

***

Which of them is the most stable, and which is the least stable? one and three, in that order.

***

## one
29
Properties=species:S:1:pos:R:3 method="wB97M-V/def2-TZVPD" lumo_energy_ev=-0.2 e_homo_ev=-8.6
B 0.791 -0.414 0.750
C 0.222 -0.356 -0.598
C -0.278 -0.177 -1.778
C 0.723 -1.988 1.396
C 2.437 0.021 0.811
C -1.372 0.733 -2.216
C 0.223 -1.143 -2.817
C -0.221 2.160 0.924
C -1.795 0.142 1.481
C -0.244 0.707 1.437
H 1.159 -2.777 0.799
H -0.330 -2.335 1.448
H 1.129 -2.053 2.304
H 3.224 -0.691 0.367
H 2.495 0.001 1.865
H 2.582 1.050 0.525
H -2.183 0.593 -1.576
H -1.075 1.723 -2.162
H -1.557 0.312 -3.270
H 0.633 -0.628 -3.584
H -0.685 -1.857 -2.988
H 1.051 -1.775 -2.466
H 0.563 2.767 1.446
H -1.142 2.544 1.310
H -0.113 2.468 -0.122
H -2.051 0.483 0.429
H -2.422 0.745 2.161
H -1.943 -0.941 1.631
H 0.180 0.686 2.491

***

## two
29
Properties=species:S:1:pos:R:3 method="wB97M-V/def2-TZVPD" smiles="CC/C=B/C(C)C.C=CC" lumo_energy_ev=0.6 e_homo_ev=-8.1
C 0.451 -0.775 -2.657
C 1.650 -0.465 -1.656
C 1.317 0.677 -0.774
B 0.063 1.170 -0.660
C -1.391 1.750 -0.423
C -1.989 2.601 -1.521
C -2.401 0.624 0.081
H 0.246 0.020 -3.294
H -0.432 -1.145 -2.236
H 0.745 -1.464 -3.484
H 2.559 -0.253 -2.279
H 1.845 -1.411 -1.085
H 2.141 1.033 -0.101
H -1.372 2.238 0.533
H -2.803 3.164 -1.224
H -2.463 1.978 -2.186
H -1.268 3.191 -2.020
H -1.902 -0.303 0.474
H -2.998 0.952 0.910
H -2.971 0.285 -0.785
C 1.045 -2.947 2.594
C 1.051 -1.674 2.169
C 1.594 -0.483 3.039
H 0.393 -3.636 2.066
H 1.600 -3.252 3.413
H 0.409 -1.227 1.450
H 2.037 0.229 2.421
H 2.131 -0.828 3.819
H 0.712 -0.050 3.417

***

Which of them is the most stable, and which is the least stable? two and one, in that order.

***

## one
8
Properties=species:S:1:pos:R:3 method="wB97M-V/def2-TZVPD" lumo_energy_ev=-0.2 e_homo_ev=-9.1
C -0.328 0.667 -0.324
C -0.050 -0.765 0.330
N 1.063 1.012 -0.305
P 1.572 0.029 0.825
H -0.703 0.467 -1.391
H -0.984 1.270 0.298
H -0.689 -1.191 1.187
H 0.119 -1.490 -0.620

***

## two
8
Properties=species:S:1:pos:R:3 method="wB97M-V/def2-TZVPD" smiles="C=C1N=P1.[H][H]" lumo_energy_ev=-1.2 e_homo_ev=-8.7
C -0.522 0.485 0.628
C -0.188 -0.767 0.626
N 0.224 -1.790 1.391
P 0.129 -2.275 -0.170
H -0.445 1.030 -0.190
H -0.581 0.977 1.562
H 0.416 1.419 -1.917
H 0.968 0.920 -1.930

***

Which of them is the most stable, and which is the least stable? one and two, in that order.

***

## one
8
Properties=species:S:1:pos:R:3 method="wB97M-V/def2-TZVPD" smiles="CC1=[PH]=N1" lumo_energy_ev=-0.1 e_homo_ev=-8.7
C 0.531 -0.142 -0.391
C 0.341 -0.032 1.040
P -0.678 1.258 2.034
N 0.667 -0.493 2.138
H 1.034 -1.127 -0.567
H 1.465 0.592 -0.694
H -0.418 0.309 -0.794
H -1.683 0.173 2.131

***

## two
8
Properties=species:S:1:pos:R:3 method="wB97M-V/def2-TZVPD" lumo_energy_ev="-1.4 / -1.4" e_homo_ev="-8.5 / -8.5"
C 1.197 0.011 0.462
C 0.404 0.441 -0.519
N 1.720 -0.421 1.475
P -2.583 -0.120 -0.834
H -0.535 0.869 -0.153
H 0.623 0.426 -1.625
H 2.454 0.085 1.863
H -3.281 -1.291 -0.670

***

## three
8
Properties=species:S:1:pos:R:3 method="wB97M-V/def2-TZVPD" smiles=C1[C@@H]2NP12 lumo_energy_ev=1.1 e_homo_ev=-9.2
C -0.402 0.793 0.155
C 0.042 -0.362 -0.636
N 0.823 -1.166 0.286
P 1.456 0.472 0.066
H -0.965 1.520 -0.574
H -0.958 0.771 1.185
H -0.301 -0.723 -1.581
H 0.305 -1.306 1.100

***

Which of them is the most stable, and which is the least stable? three and two, in that order.